Below is 2 unconnected molecules or ions with the total composition BrH7Si3, with properties calculated with the ωB97M-V functional and the def2-TZVPD basis.

Cartesian coordinates (Å):
Si1 -0.09001 -1.52511 2.97355
Si2 -0.55309 0.73475 2.27984
Si3 0.39099 1.33677 -3.12974
Br1 -1.31924 1.91617 -1.86435
H1 0.64496 -1.85576 1.78796
H2 0.71589 -1.58201 4.20512
H3 -1.19250 -2.49117 3.31205
H4 -0.98820 0.26307 0.91468
H5 0.67526 -0.12589 -3.17370
H6 1.56034 1.96882 -2.78957
H7 0.15561 1.36035 -4.51584

The value obtained for the HOMO energy is -0.30747 Ha. The HOMO-LUMO gap comes out at 0.2588 Eh. As for the energy above the lowest of the compared OMol25 structures with the same formula, charge and spin: 40.0 kcal per mole. As for the LUMO energy: -1.32 eV. The calculation puts the molar mass at 171.22 g mol⁻¹.